{"formula": "C25H23IrN5O11S", "method": "ωB97M-V with the def2-TZVPD basis set", "species": ["Ir", "O", "C", "C", "C", "C", "C", "C", "C", "N", "C", "C", "N", "H", "H", "H", "H", "H", "H", "H", "O", "C", "O", "C", "C", "N", "N", "C", "C", "O", "O", "H", "H", "H", "O", "C", "O", "H", "C", "C", "C", "C", "C", "C", "C", "S", "O", "O", "N", "C", "C", "C", "O", "O", "H", "H", "H", "H", "H", "H", "H", "H", "H", "H", "H", "H"], "positions_angstrom": [[-0.7582, -1.0857, 0.3038], [-2.6301, -1.0414, -0.5179], [-3.0220, -0.1682, -1.4237], [-4.3559, 0.2662, -1.4049], [-4.8390, 1.1325, -2.3627], [-4.0127, 1.6052, -3.3803], [-2.6974, 1.1879, -3.4148], [-2.1942, 0.2981, -2.4661], [-0.7972, -0.1062, -2.5251], [-0.0505, -0.5986, -1.5475], [1.2110, -0.8305, -2.0490], [1.2359, -0.4689, -3.3548], [-0.0342, -0.0213, -3.6410], [-4.9807, -0.0853, -0.5943], [-5.8692, 1.4641, -2.3091], [-4.3844, 2.3090, -4.1127], [-2.0361, 1.5980, -4.1705], [2.0067, -1.2038, -1.4284], [2.0235, -0.4878, -4.0853], [-0.3727, 0.2910, -4.5322], [2.4169, -5.9040, -0.0260], [1.2526, -6.0894, -0.6244], [0.9655, -7.1228, -1.1805], [0.2949, -4.9530, -0.5868], [-0.9610, -4.9697, -1.1595], [-1.5294, -3.7709, -0.9238], [-0.7026, -2.9986, -0.2341], [0.4061, -3.6708, -0.0086], [1.4733, -2.9008, 0.7071], [2.5416, -3.4561, 0.9674], [1.1708, -1.6826, 0.9723], [2.5111, -4.9869, 0.3712], [-1.4680, -5.7617, -1.6817], [-2.4218, -3.3676, -1.1785], [-0.5643, 0.7616, 1.1495], [-0.9179, 1.9015, 0.6718], [-1.2094, 2.1740, -0.4806], [-0.8523, 2.6936, 1.4387], [1.1695, 4.6543, -1.5378], [1.7054, 3.8909, -0.3582], [1.5966, 4.3894, 0.9335], [1.9799, 3.6260, 2.0303], [2.4881, 2.3552, 1.8277], [2.6277, 1.8461, 0.5419], [2.2408, 2.6153, -0.5378], [2.9434, 1.3388, 3.2056], [2.8377, 2.1518, 4.3871], [4.1885, 0.7257, 2.8397], [1.8528, 0.1513, 3.3405], [0.5617, 0.3872, 4.0026], [-0.2674, -0.9105, 4.0120], [-1.5427, -0.8806, 3.1633], [-2.4833, -0.2253, 3.5702], [-1.5842, -1.6193, 2.0812], [1.0697, 5.7169, -1.3149], [0.1836, 4.2630, -1.7977], [1.8150, 4.5431, -2.4099], [1.1842, 5.3798, 1.0895], [1.8870, 4.0031, 3.0397], [3.0279, 0.8500, 0.3989], [2.3185, 2.2097, -1.5391], [1.8255, -0.4686, 2.5323], [-0.0061, 1.1946, 3.5312], [0.7946, 0.6878, 5.0213], [-0.6270, -1.0700, 5.0294], [0.3642, -1.7561, 3.7405]], "nbo_charge": [1.349, -0.727, 0.385, -0.229, -0.196, -0.275, -0.157, -0.191, 0.421, -0.447, -0.082, -0.096, -0.509, 0.219, 0.204, 0.205, 0.186, 0.239, 0.222, 0.421, -0.680, 0.784, -0.605, -0.251, 0.029, -0.298, -0.184, 0.044, 0.780, -0.659, -0.702, 0.514, 0.241, 0.452, -0.744, 0.672, -0.699, 0.082, -0.635, 0.005, -0.218, -0.211, -0.279, -0.192, -0.210, 2.333, -0.966, -0.949, -0.890, -0.209, -0.528, 0.821, -0.644, -0.788, 0.207, 0.246, 0.206, 0.206, 0.240, 0.233, 0.207, 0.439, 0.210, 0.206, 0.226, 0.216], "charge": -1, "relative_energy_ev": 0.429}



{"formula": "C25H23N3O2", "method": "ωB97M-V with the def2-TZVPD basis set", "species": ["N", "C", "C", "C", "O", "N", "C", "C", "C", "C", "C", "O", "N", "C", "C", "C", "C", "C", "C", "C", "C", "C", "C", "C", "C", "C", "C", "C", "C", "C", "H", "H", "H", "H", "H", "H", "H", "H", "H", "H", "H", "H", "H", "H", "H", "H", "H", "H", "H", "H", "H", "H", "H"], "positions_angstrom": [[0.6881, -0.7966, 8.4378], [1.1069, 0.1523, 7.9543], [1.6121, 1.3241, 7.3008], [0.9577, 1.6085, 5.9320], [0.9505, 2.7260, 5.4788], [0.4620, 0.4987, 5.3320], [-0.1845, 0.3908, 4.0936], [-0.3765, 1.4713, 3.2376], [-1.0242, 1.2790, 2.0340], [-1.4720, 0.0189, 1.6486], [-2.1496, -0.0946, 0.3245], [-2.7913, 0.8191, -0.1547], [-1.9928, -1.2882, -0.3009], [-2.4020, -1.4810, -1.6709], [-1.2221, -1.8198, -2.5890], [0.0232, -0.9517, -2.3207], [-0.2706, 0.5256, -2.2404], [-1.1766, 1.1580, -3.0824], [-1.4165, 2.5154, -2.9669], [-0.7510, 3.2637, -2.0131], [0.1598, 2.6461, -1.1749], [0.3947, 1.2885, -1.2892], [1.0725, -1.2745, -3.3651], [1.1543, -0.5846, -4.5669], [2.1015, -0.9308, -5.5146], [2.9790, -1.9743, -5.2774], [2.9065, -2.6678, -4.0819], [1.9610, -2.3182, -3.1350], [-1.2868, -1.0554, 2.5136], [-0.6527, -0.8697, 3.7256], [2.6888, 1.2111, 7.1357], [1.4594, 2.2012, 7.9349], [0.5109, -0.3698, 5.8516], [-0.0281, 2.4501, 3.5210], [-1.1936, 2.1066, 1.3627], [-1.3952, -1.9886, 0.1071], [-2.8716, -0.5412, -1.9700], [-3.1493, -2.2812, -1.7278], [-0.9359, -2.8661, -2.4511], [-1.5417, -1.7066, -3.6257], [0.4345, -1.2525, -1.3489], [-1.7134, 0.5913, -3.8294], [-2.1338, 2.9889, -3.6213], [-0.9465, 4.3215, -1.9186], [0.6841, 3.2196, -0.4240], [1.1001, 0.8113, -0.6214], [0.4828, 0.2377, -4.7609], [2.1540, -0.3814, -6.4433], [3.7173, -2.2437, -6.0180], [3.5893, -3.4817, -3.8850], [1.9147, -2.8634, -2.2019], [-1.6646, -2.0367, 2.2651], [-0.5227, -1.7051, 4.4000]], "nbo_charge": [-0.305, 0.267, -0.614, 0.699, -0.582, -0.600, 0.148, -0.194, -0.165, -0.156, 0.673, -0.616, -0.618, -0.234, -0.397, -0.286, -0.029, -0.171, -0.212, -0.210, -0.205, -0.210, 0.082, -0.237, -0.201, -0.221, -0.207, -0.233, -0.174, -0.248, 0.276, 0.283, 0.414, 0.247, 0.243, 0.390, 0.243, 0.196, 0.207, 0.216, 0.210, 0.199, 0.212, 0.213, 0.213, 0.210, 0.219, 0.212, 0.212, 0.211, 0.203, 0.213, 0.212], "relative_energy_ev": 0.166}



{"formula": "C25H23N5O7", "method": "ωB97M-V with the def2-TZVPD basis set", "species": ["O", "N", "O", "C", "C", "C", "N", "O", "O", "C", "N", "O", "N", "O", "C", "C", "H", "H", "C", "O", "C", "C", "C", "C", "C", "C", "C", "C", "C", "C", "C", "C", "N", "C", "C", "C", "C", "C", "C", "H", "H", "H", "H", "H", "H", "H", "H", "H", "H", "H", "H", "H", "H", "H", "H", "H", "H", "H", "H", "H"], "positions_angstrom": [[1.0182, -2.2759, -3.6070], [1.0924, -1.5874, -2.5639], [0.2398, -0.7068, -2.2905], [2.2403, -1.8071, -1.7006], [3.2804, -2.6117, -2.2179], [4.5291, -2.6710, -1.5939], [5.5721, -3.5094, -2.1546], [6.5471, -3.8668, -1.4754], [5.4104, -3.8708, -3.3414], [4.7355, -1.8655, -0.4081], [5.9159, -1.3832, 0.0501], [5.5668, -0.4015, 0.9551], [4.1729, -0.3291, 1.1156], [3.6823, 0.4613, 1.9057], [3.6255, -1.1857, 0.1482], [2.3704, -1.1463, -0.4487], [3.1118, -3.1721, -3.1328], [1.5472, -0.6449, 0.0505], [-3.4384, -3.5753, -2.8625], [-2.8173, -3.9670, -1.6175], [-2.4262, -2.9848, -0.7641], [-1.2939, -3.2513, 0.0419], [-0.5809, -2.2047, 0.5570], [-1.0492, -0.8649, 0.4596], [-0.2618, 0.1698, 1.0443], [-0.7105, 1.5115, 1.1211], [-1.1486, 2.2669, -0.0751], [-0.5100, 2.0355, -1.3044], [-0.9876, 2.6148, -2.4730], [-2.0741, 3.4963, -2.4133], [-2.6941, 3.7749, -1.1884], [-2.2608, 3.1367, -0.0266], [-0.7513, 2.1110, 2.3249], [-0.7740, 1.3580, 3.5756], [-1.1812, 2.4046, 4.6207], [-0.7277, 3.7534, 4.0347], [-0.6468, 3.5548, 2.5170], [-2.3336, -0.6583, -0.1387], [-3.0159, -1.6941, -0.7483], [-3.5843, -4.5174, -3.3892], [-4.4000, -3.0790, -2.6845], [-2.7787, -2.9137, -3.4422], [-0.9464, -4.2787, 0.0993], [0.3735, -2.3806, 1.0594], [0.5795, -0.1283, 1.6788], [0.3475, 1.3667, -1.3247], [-0.5198, 2.3494, -3.4208], [-2.4651, 3.9428, -3.3263], [-3.5345, 4.4694, -1.1259], [-2.8147, 3.2679, 0.9095], [-1.4436, 0.4882, 3.5255], [0.2336, 0.9638, 3.7848], [-2.2698, 2.3848, 4.7531], [-0.7263, 2.1877, 5.5864], [-1.4192, 4.5686, 4.2588], [0.2716, 4.0086, 4.4060], [0.2931, 3.9421, 2.0862], [-1.4502, 4.0992, 2.0041], [-2.7579, 0.3512, -0.1436], [-3.9625, -1.5066, -1.2701]], "nbo_charge": [-0.371, 0.498, -0.354, 0.005, -0.109, 0.016, 0.500, -0.334, -0.373, 0.106, -0.070, -0.123, 0.417, -0.337, 0.015, -0.110, 0.297, 0.297, -0.249, -0.512, 0.302, -0.264, -0.242, 0.022, -0.446, 0.265, -0.033, -0.188, -0.203, -0.203, -0.223, -0.214, -0.396, -0.204, -0.411, -0.412, -0.215, -0.223, -0.293, 0.199, 0.172, 0.189, 0.223, 0.195, 0.201, 0.233, 0.220, 0.216, 0.216, 0.212, 0.224, 0.184, 0.206, 0.220, 0.218, 0.210, 0.199, 0.203, 0.212, 0.219]}



{"formula": "C25H23N5PdS6", "method": "ωB97M-V with the def2-TZVPD basis set", "species": ["Pd", "S", "C", "N", "C", "C", "N", "C", "C", "C", "C", "C", "C", "C", "C", "S", "C", "C", "C", "C", "C", "C", "C", "H", "H", "H", "H", "H", "H", "H", "H", "H", "H", "H", "H", "H", "H", "H", "H", "H", "H", "S", "C", "S", "C", "C", "N", "C", "N", "S", "C", "N", "C", "C", "S", "H", "H", "H", "H", "H"], "positions_angstrom": [[0.8818, -0.2629, 0.3308], [3.1779, -0.2687, 0.0804], [3.4396, 1.4341, -0.3202], [4.6258, 2.0110, 0.2303], [4.6556, 3.4562, 0.1602], [4.1091, 3.9831, -1.1690], [2.7714, 3.4917, -1.3455], [1.8051, 4.3623, -1.9511], [1.4202, 5.4944, -1.0232], [1.4779, 6.8263, -1.4090], [1.1108, 7.8382, -0.5267], [0.6853, 7.5189, 0.7527], [0.6284, 6.1854, 1.1509], [0.9957, 5.1822, 0.2704], [2.5367, 2.1392, -1.0463], [1.0080, 1.4392, -1.5522], [5.8636, 1.3407, -0.1549], [6.2390, 1.4908, -1.6123], [7.2775, 2.3271, -2.0051], [7.5574, 2.5431, -3.3494], [6.7893, 1.9203, -4.3216], [5.7523, 1.0759, -3.9403], [5.4793, 0.8557, -2.5992], [5.6844, 3.7990, 0.3056], [4.0411, 3.8663, 0.9685], [4.7698, 3.6705, -1.9911], [4.0845, 5.0772, -1.1527], [0.9188, 3.7616, -2.1617], [2.1594, 4.7673, -2.9116], [1.8179, 7.0723, -2.4105], [1.1655, 8.8750, -0.8402], [0.4006, 8.3038, 1.4436], [0.2985, 5.9238, 2.1491], [0.9657, 4.1402, 0.5753], [5.7436, 0.2824, 0.0877], [6.6726, 1.7329, 0.4703], [7.8663, 2.8304, -1.2444], [8.3681, 3.2040, -3.6347], [6.9941, 2.0919, -5.3719], [5.1431, 0.5907, -4.6933], [4.6617, 0.2075, -2.3031], [-1.4156, 0.2989, 0.7979], [-0.8122, 1.4226, 1.9600], [0.9006, 1.4329, 2.0153], [-1.6308, 2.2571, 2.7225], [-1.0829, 3.1951, 3.6332], [-0.6494, 3.9559, 4.3880], [-3.0454, 2.1953, 2.6362], [-4.1984, 2.1607, 2.5682], [0.5538, -2.5088, -0.3523], [0.7583, -2.2604, 1.3222], [-0.2870, -2.3445, 2.2557], [0.1809, -1.8953, 3.5608], [1.4853, -2.6503, 3.8000], [2.2530, -2.7783, 2.1591], [-1.0925, -1.8188, 1.9277], [-0.5632, -2.1342, 4.3227], [0.3694, -0.8159, 3.5662], [1.2993, -3.6478, 4.2012], [2.1403, -2.1041, 4.4775]], "nbo_charge": [0.535, -0.177, -0.171, -0.454, -0.213, -0.221, -0.472, -0.241, -0.027, -0.232, -0.233, -0.238, -0.225, -0.143, 0.006, -0.390, -0.254, 0.062, -0.248, -0.237, -0.243, -0.201, -0.231, 0.179, 0.203, 0.175, 0.192, 0.265, 0.164, 0.193, 0.191, 0.196, 0.229, 0.240, 0.227, 0.178, 0.195, 0.194, 0.195, 0.206, 0.256, -0.135, -0.217, -0.092, -0.526, 0.338, -0.429, 0.336, -0.425, -0.108, -0.204, -0.678, -0.236, -0.535, 0.253, 0.413, 0.191, 0.212, 0.194, 0.217], "charge": -2}



The records above give, respectively, LUMO energy values of 1.997; 0.485; -2.460; 4.370 eV.
The records above give, respectively, DFT total energy values of -2570.68434; -1281.26125; -1766.47242; -3757.36430 Eh.
The records above give, respectively, HOMO-LUMO gap values of 7.61; 9.40; 4.02; 5.06 eV.